# 1
5 unconnected molecules or ions with the total composition C4H18O5. Source: OMol25; level of theory: ωB97M-V with the def2-TZVPD basis set.

- <S²> = 0.75
- spin multiplicity = 2
- Kohn-Sham gap (spin up / spin down) (eV) = 3.01 / 10.29
- charge = -1

```
27
C4H18O5, DFT ωB97M-V with the def2-TZVPD basis set
O 2.313 1.986 0.115
O 0.533 -3.112 2.112
O 3.107 -1.658 0.711
O -0.005 -0.207 2.225
O 0.616 -0.196 -1.071
C -1.431 -1.349 -1.931
C -1.515 0.580 -0.288
C -0.740 0.014 -1.466
C -1.320 2.194 -0.365
H 2.401 -1.124 1.091
H -2.168 2.672 0.314
H -0.316 2.372 -0.095
H -2.663 0.646 -0.336
H -0.058 -0.121 3.157
H 0.012 0.676 1.846
H -1.887 -1.077 -2.947
H 2.113 2.327 -0.767
H -1.505 2.489 -1.458
H 2.808 -2.183 -0.033
H -2.091 -1.786 -1.126
H 1.990 2.342 0.901
H 0.213 -2.305 1.774
H 1.152 0.629 -1.232
H -1.463 -0.019 0.734
H 1.230 -2.590 2.590
H -0.694 0.791 -2.308
H -0.634 -1.992 -2.147
```

Let us look at the natural (NBO) charges, expressed in e, one per atom:
1 O -1.16
2 O -0.95
3 O -0.98
4 O -1.22
5 O -0.76
6 C -0.64
7 C -0.49
8 C 0.08
9 C -0.75
10 H 0.49
11 H 0.20
12 H 0.19
13 H 0.19
14 H 0.43
15 H 0.43
16 H 0.20
17 H 0.44
18 H 0.18
19 H 0.47
20 H 0.21
21 H 0.40
22 H 0.48
23 H 0.48
24 H 0.26
25 H 0.46
26 H 0.15
27 H 0.21


# 2
5 unconnected molecules or ions with the total composition C4H18O7. Source: OMol25; level of theory: ωB97M-V with the def2-TZVPD basis set.

- <S²> = 0.75
- spin multiplicity = 2
- Kohn-Sham gap (spin up / spin down) (eV) = 10.72 / 4.32
- charge = +1

```
29
C4H18O7, DFT ωB97M-V with the def2-TZVPD basis set
O 0.047 3.998 2.221
O -2.722 -3.466 -1.622
O 1.334 -0.356 0.622
O 0.430 -2.740 0.016
O -2.271 -0.074 -2.325
O -0.775 1.432 0.015
O 1.784 2.582 0.217
C 2.104 1.855 1.383
C -0.709 -2.530 -0.842
C -1.658 -3.704 -0.735
C 2.461 0.352 1.091
H 0.849 -1.910 0.255
H -2.920 -2.527 -1.626
H 2.596 3.035 -0.022
H -1.171 -4.678 -0.690
H -1.299 1.177 -0.744
H 2.910 2.444 1.820
H 2.937 -0.114 1.954
H 0.106 4.927 1.995
H -2.580 -0.092 -3.230
H -1.281 -1.710 -0.407
H -0.236 2.158 -0.299
H -3.028 -0.349 -1.808
H 3.061 0.361 0.181
H 0.623 0.281 0.519
H 0.433 3.544 1.473
H -2.006 -3.576 0.290
H 1.332 1.980 2.142
H -0.349 -2.300 -1.845
```

Let us look at the natural (NBO) charges, expressed in e, one per atom:
1 O -0.94
2 O -0.65
3 O -0.78
4 O -0.20
5 O -0.96
6 O -0.97
7 O -0.76
8 C -0.13
9 C -0.16
10 C -0.08
11 C -0.09
12 H 0.53
13 H 0.46
14 H 0.50
15 H 0.23
16 H 0.49
17 H 0.20
18 H 0.21
19 H 0.47
20 H 0.50
21 H 0.25
22 H 0.50
23 H 0.47
24 H 0.19
25 H 0.52
26 H 0.46
27 H 0.19
28 H 0.21
29 H 0.32


# 3
6 unconnected molecules or ions with the total composition C4H19BrNO5. Source: OMol25; level of theory: ωB97M-V with the def2-TZVPD basis set.

- Kohn-Sham gap (eV) = 8.07
- charge = -1

```
30
C4H19BrNO5, DFT ωB97M-V with the def2-TZVPD basis set
Br -2.574 -0.241 -0.241
O 3.490 1.577 0.877
O -3.785 -2.507 -2.704
O -4.688 2.494 -0.808
O -1.744 -1.547 2.628
O -3.766 -3.418 1.229
N 0.771 0.971 -1.444
C 1.507 -0.697 0.182
C 4.863 1.979 0.693
C 2.909 1.571 -0.402
C 1.528 0.803 -0.248
H 1.252 0.356 -2.084
H -3.515 -2.608 0.786
H -3.494 -2.078 -1.900
H 4.959 3.036 0.448
H -3.076 -3.561 1.877
H -4.740 -2.467 -2.665
H 5.339 1.779 1.654
H 1.049 1.193 0.650
H 2.100 -0.915 1.070
H 5.384 1.322 -0.003
H 2.830 2.572 -0.827
H -5.484 2.442 -0.278
H -0.145 0.566 -1.315
H -1.624 -1.146 1.767
H -1.283 -2.384 2.570
H -3.984 2.250 -0.208
H 3.442 1.048 -1.196
H 1.995 -1.384 -0.510
H 0.486 -1.010 0.402
```

Let us look at the natural (NBO) charges, expressed in e, one per atom:
1 Br -0.94
2 O -0.53
3 O -0.96
4 O -0.95
5 O -0.97
6 O -0.96
7 N -0.84
8 C -0.64
9 C -0.26
10 C -0.07
11 C -0.06
12 H 0.33
13 H 0.50
14 H 0.50
15 H 0.17
16 H 0.46
17 H 0.46
18 H 0.18
19 H 0.19
20 H 0.20
21 H 0.17
22 H 0.17
23 H 0.45
24 H 0.40
25 H 0.50
26 H 0.44
27 H 0.49
28 H 0.14
29 H 0.18
30 H 0.23


# 4
A molecular structure, C4H19FeN4O6. Source: OMol25; level of theory: ωB97M-V with the def2-TZVPD basis set.

- <S²> = 6.01
- spin multiplicity = 5
- Kohn-Sham gap (spin up / spin down) (eV) = 6.82 / 6.78
- charge = +1

```
34
C4H19FeN4O6, DFT ωB97M-V with the def2-TZVPD basis set
Fe 0.449 0.841 -0.659
O 0.991 1.703 1.430
O 0.188 0.328 -2.562
O 0.942 -1.051 0.103
O 2.535 1.537 -0.839
O -1.464 0.579 0.349
O -0.328 2.767 -1.092
N -0.038 -2.651 1.321
N -3.063 -0.301 1.662
N -2.325 1.851 2.037
N 1.793 -1.498 2.166
C 0.895 -1.686 1.167
C 0.422 -2.135 -2.672
C 0.328 -0.775 -3.381
C -2.246 0.720 1.297
H -0.294 -2.104 -1.844
H -2.845 1.865 2.897
H -0.572 3.161 -1.940
H -0.223 -3.226 2.121
H 1.399 -2.240 -2.181
H -3.887 -0.131 2.210
H 2.275 -0.617 2.160
H -0.610 -0.897 -3.959
H 2.041 -2.219 2.817
H 1.144 -0.664 -4.104
H 0.611 1.659 2.316
H -3.022 -1.081 1.029
H -0.593 -2.810 0.495
H 0.219 -3.005 -3.292
H -1.749 2.647 1.850
H 3.332 1.002 -0.933
H -0.559 3.417 -0.421
H 1.431 2.561 1.384
H 2.823 2.452 -0.932
```

Let us look at the natural (NBO) charges, expressed in e, one per atom:
1 Fe 1.57
2 O -0.96
3 O -0.99
4 O -0.75
5 O -0.97
6 O -0.74
7 O -0.96
8 N -0.82
9 N -0.82
10 N -0.83
11 N -0.84
12 C 0.80
13 C -0.63
14 C -0.03
15 C 0.80
16 H 0.18
17 H 0.41
18 H 0.52
19 H 0.41
20 H 0.19
21 H 0.40
22 H 0.41
23 H 0.13
24 H 0.41
25 H 0.14
26 H 0.50
27 H 0.42
28 H 0.42
29 H 0.21
30 H 0.40
31 H 0.52
32 H 0.48
33 H 0.49
34 H 0.50


# 5
6 unconnected molecules or ions with the total composition C4H19NO8. Source: OMol25; level of theory: ωB97M-V with the def2-TZVPD basis set.

- Kohn-Sham gap (eV) = 9.65
- structure (SMILES) = C[C@@H](CO)NC(=O)O.O.O.O.O.O
- charge = 0

```
32
C4H19NO8, DFT ωB97M-V with the def2-TZVPD basis set
O -2.283 -0.928 0.092
O -0.865 -1.487 -2.202
O 0.056 -1.857 1.623
O 2.383 1.655 -1.358
O -2.904 1.166 0.680
O 0.735 -3.205 -0.798
O 1.845 -0.085 -0.036
O 2.979 -1.957 -1.771
N 0.641 1.855 -0.013
C -0.385 2.353 2.092
C -0.499 1.495 0.810
C 1.655 1.071 -0.363
C -1.836 1.885 0.120
H -1.662 -1.254 -0.576
H 2.875 0.987 -1.848
H 0.645 2.818 -0.247
H -2.673 0.227 0.608
H -0.146 -1.224 2.321
H 0.587 2.136 2.553
H 2.592 -1.301 -1.152
H -1.623 1.638 -0.931
H -2.124 -1.359 0.932
H -2.039 2.947 0.238
H 2.271 -1.991 -2.423
H -0.989 -2.186 -2.849
H 0.563 -3.439 0.126
H 1.667 -2.911 -0.748
H 0.596 -1.344 0.998
H -0.510 0.478 1.161
H -0.121 -1.871 -1.684
H -0.217 3.414 1.862
H -1.213 2.273 2.785
```

Let us look at the natural (NBO) charges, expressed in e, one per atom:
1 O -0.94
2 O -0.98
3 O -0.98
4 O -0.70
5 O -0.75
6 O -0.98
7 O -0.73
8 O -0.96
9 N -0.60
10 C -0.62
11 C -0.08
12 C 0.91
13 C -0.06
14 H 0.52
15 H 0.50
16 H 0.41
17 H 0.47
18 H 0.47
19 H 0.20
20 H 0.49
21 H 0.15
22 H 0.49
23 H 0.18
24 H 0.46
25 H 0.48
26 H 0.50
27 H 0.49
28 H 0.50
29 H 0.21
30 H 0.49
31 H 0.20
32 H 0.23


# 6
A single C4H2 molecule. Source: OMol25; level of theory: ωB97M-V with the def2-TZVPD basis set.

- Kohn-Sham gap (eV) = 10.69
- structure (SMILES) = C#CC#C
- charge = 0

```
6
C4H2, DFT ωB97M-V with the def2-TZVPD basis set
C -1.888 -0.016 -0.040
C -0.690 -0.132 0.024
C 1.871 0.082 -0.055
C 0.701 -0.058 0.043
H -2.955 0.611 0.071
H 2.987 0.137 0.099
```

Let us look at the natural (NBO) charges, expressed in e, one per atom:
1 C -0.18
2 C -0.10
3 C -0.15
4 C -0.11
5 H 0.28
6 H 0.25


# 7
A single C4H2 molecule. Source: OMol25; level of theory: ωB97M-V with the def2-TZVPD basis set.

- Kohn-Sham gap (eV) = 10.91
- structure (SMILES) = C#CC#C
- charge = 0

```
6
C4H2, DFT ωB97M-V with the def2-TZVPD basis set
C -0.773 1.656 0.450
C 0.829 -1.606 -0.565
C -0.255 0.638 0.132
C 0.387 -0.525 -0.231
H -1.346 2.514 0.848
H 1.158 -2.677 -0.634
```

Let us look at the natural (NBO) charges, expressed in e, one per atom:
1 C -0.14
2 C -0.15
3 C -0.11
4 C -0.10
5 H 0.25
6 H 0.26


# 8
6 unconnected molecules or ions with the total composition C4H20N8O6. Source: OMol25; level of theory: ωB97M-V with the def2-TZVPD basis set.

- <S²> = 0.76
- spin multiplicity = 2
- Kohn-Sham gap (spin up / spin down) (eV) = 8.19 / 2.36
- charge = +1

```
38
C4H20N8O6, DFT ωB97M-V with the def2-TZVPD basis set
O -1.209 0.097 0.792
O -1.725 -3.771 -1.809
O -2.799 1.730 2.086
O 0.214 0.627 -2.402
O -0.469 -0.936 5.442
O 4.697 0.098 -0.142
N 2.552 0.409 -0.567
N 0.500 1.805 -4.275
N -0.322 -2.076 -1.169
N -2.192 -2.444 -0.161
N -0.747 -1.119 3.276
N -0.780 0.868 4.094
N 0.454 2.803 -2.438
N 3.517 -1.372 -1.223
C -1.397 -2.832 -1.099
C 3.644 -0.250 -0.600
C 0.398 1.648 -3.002
C -0.626 -0.391 4.368
H 2.646 -1.455 -1.728
H -1.680 0.743 1.318
H -0.941 0.576 0.008
H 0.377 3.584 -3.075
H 0.868 2.695 -4.578
H 1.766 0.144 -1.143
H 0.265 -2.169 -1.986
H 0.718 3.030 -1.490
H -3.440 1.137 1.695
H -0.054 -1.498 -0.385
H -2.031 -1.576 0.329
H 2.692 1.365 -0.276
H -0.594 1.597 4.767
H 4.385 -1.872 -1.356
H -3.320 2.455 2.430
H -0.550 -2.095 3.447
H 0.327 1.019 -4.885
H -2.950 -3.064 0.088
H -0.930 -0.660 2.395
H -1.264 1.150 3.253
```

Let us look at the natural (NBO) charges, expressed in e, one per atom:
1 O -0.99
2 O -0.66
3 O -0.98
4 O -0.72
5 O -0.08
6 O -0.67
7 N -0.85
8 N -0.80
9 N -0.83
10 N -0.85
11 N -0.70
12 N -0.74
13 N -0.82
14 N -0.82
15 C 0.74
16 C 0.73
17 C 0.76
18 C 0.70
19 H 0.37
20 H 0.48
21 H 0.53
22 H 0.38
23 H 0.40
24 H 0.40
25 H 0.41
26 H 0.40
27 H 0.51
28 H 0.38
29 H 0.38
30 H 0.39
31 H 0.44
32 H 0.42
33 H 0.52
34 H 0.44
35 H 0.42
36 H 0.41
37 H 0.45
38 H 0.44


# 9
7 unconnected molecules or ions with the total composition C4H20NO9. Source: OMol25; level of theory: ωB97M-V with the def2-TZVPD basis set.

- Kohn-Sham gap (eV) = 8.75
- charge = -1

```
34
C4H20NO9, DFT ωB97M-V with the def2-TZVPD basis set
O 1.977 3.725 -1.238
O -0.693 -0.495 3.495
O -0.217 -1.363 0.694
O -0.660 -1.838 -1.484
O -4.231 0.123 0.110
O 3.152 -2.510 1.292
O 1.072 1.522 2.788
O -1.176 -0.372 -3.432
O 1.314 -3.108 -0.506
N -1.248 0.162 -0.548
C 0.236 1.984 -1.057
C 1.229 2.895 -0.341
C -0.374 1.156 0.111
C -0.709 -1.148 -0.415
H -0.487 -1.450 3.371
H 0.941 -2.883 -1.385
H -4.445 0.426 -0.787
H -1.671 0.346 -1.499
H -0.454 2.493 -1.675
H 0.612 0.614 0.584
H 2.025 2.264 0.095
H -0.467 -0.242 2.556
H 2.538 3.183 -1.686
H 1.715 0.892 2.700
H 3.259 -1.974 0.514
H 2.294 -2.780 1.259
H 0.677 1.179 -1.718
H -0.982 -0.775 -4.150
H -1.099 -0.963 -2.755
H 0.471 1.408 3.515
H -0.993 1.534 0.908
H -3.250 0.143 -0.059
H 0.670 -2.863 0.173
H 0.786 3.536 0.332
```

Let us look at the natural (NBO) charges, expressed in e, one per atom:
1 O -0.73
2 O -0.99
3 O -0.80
4 O -0.82
5 O -0.96
6 O -0.95
7 O -0.97
8 O -0.97
9 O -1.03
10 N -0.75
11 C -0.44
12 C -0.05
13 C -0.23
14 C 0.90
15 H 0.48
16 H 0.50
17 H 0.45
18 H 0.40
19 H 0.20
20 H 0.23
21 H 0.16
22 H 0.50
23 H 0.45
24 H 0.48
25 H 0.47
26 H 0.47
27 H 0.22
28 H 0.44
29 H 0.48
30 H 0.50
31 H 0.20
32 H 0.49
33 H 0.49
34 H 0.18


# 10
7 unconnected molecules or ions with the total composition C4H20O9. Source: OMol25; level of theory: ωB97M-V with the def2-TZVPD basis set.

- Kohn-Sham gap (eV) = 9.86
- structure (SMILES) = O=C(O)CCCO.O.O.O.O.O.O
- charge = 0

```
33
C4H20O9, DFT ωB97M-V with the def2-TZVPD basis set
O -2.206 -2.236 0.195
O 1.189 -2.971 0.647
O -2.295 0.255 1.092
O -2.022 1.254 -1.379
O 2.178 -1.768 2.245
O -0.297 1.387 2.681
O -1.934 -1.314 -2.367
O 1.346 2.878 0.832
O 0.666 2.138 -1.466
C 2.279 -0.879 0.071
C 1.088 -0.111 -0.526
C 1.564 1.034 -1.407
C 1.814 -1.989 0.960
H -2.009 -0.351 -2.180
H 2.473 1.467 -1.008
H -1.250 -1.420 -3.031
H -2.707 1.906 -1.560
H 0.454 0.294 0.248
H 0.476 -0.813 -1.092
H 0.894 2.701 -0.012
H 0.776 2.483 1.537
H 1.925 -2.492 2.800
H -3.128 0.358 1.571
H -1.404 -2.686 0.461
H 0.326 0.709 2.967
H -0.270 1.864 -1.497
H 2.919 -0.195 0.612
H -2.118 0.962 -0.440
H -2.227 -0.719 0.837
H -2.116 -2.088 -0.774
H 2.866 -1.310 -0.744
H -1.005 0.960 2.158
H 1.757 0.693 -2.430
```

Let us look at the natural (NBO) charges, expressed in e, one per atom:
1 O -0.98
2 O -0.62
3 O -1.01
4 O -1.00
5 O -0.69
6 O -0.98
7 O -0.99
8 O -1.02
9 O -0.74
10 C -0.51
11 C -0.43
12 C -0.06
13 C 0.81
14 H 0.51
15 H 0.20
16 H 0.48
17 H 0.49
18 H 0.21
19 H 0.21
20 H 0.47
21 H 0.48
22 H 0.49
23 H 0.50
24 H 0.49
25 H 0.48
26 H 0.50
27 H 0.24
28 H 0.52
29 H 0.52
30 H 0.52
31 H 0.24
32 H 0.50
33 H 0.16


# 11
7 unconnected molecules or ions with the total composition C4H21ClNO6. Source: OMol25; level of theory: ωB97M-V with the def2-TZVPD basis set.

- Kohn-Sham gap (eV) = 4.32
- charge = -1

```
33
C4H21ClNO6, DFT ωB97M-V with the def2-TZVPD basis set
Cl -3.347 -1.926 -0.425
O -2.584 1.120 -4.295
O -0.248 2.967 -3.325
O 4.560 -1.494 1.304
O -3.887 1.752 2.755
O 4.052 0.931 3.001
O 0.534 -0.325 -2.595
N -2.526 -1.872 1.120
C -0.658 -0.433 0.150
C 0.775 -0.305 0.761
C 1.506 -1.695 0.820
C -1.805 -0.611 1.206
H 5.333 -0.931 1.190
H 0.209 3.300 -4.101
H -2.994 0.398 -4.776
H 0.804 0.228 1.727
H 1.368 0.288 0.034
H -4.279 1.023 2.259
H -1.172 2.920 -3.597
H 3.639 0.217 2.500
H 3.535 0.978 3.808
H -0.837 0.499 -0.420
H 2.524 -1.497 1.196
H 0.438 0.633 -2.599
H 0.928 -2.365 1.475
H -4.385 1.778 3.576
H -0.252 -0.638 -3.051
H 1.488 -2.085 -0.207
H -2.510 0.252 1.074
H -3.066 1.146 -3.460
H -0.629 -1.303 -0.519
H -1.411 -0.565 2.241
H 4.897 -2.385 1.174
```

Let us look at the natural (NBO) charges, expressed in e, one per atom:
1 Cl -0.16
2 O -0.96
3 O -0.94
4 O -0.94
5 O -0.94
6 O -0.96
7 O -0.95
8 N -0.79
9 C -0.42
10 C -0.38
11 C -0.63
12 C -0.25
13 H 0.47
14 H 0.46
15 H 0.47
16 H 0.17
17 H 0.18
18 H 0.48
19 H 0.48
20 H 0.49
21 H 0.47
22 H 0.17
23 H 0.20
24 H 0.48
25 H 0.20
26 H 0.45
27 H 0.47
28 H 0.20
29 H 0.11
30 H 0.48
31 H 0.21
32 H 0.17
33 H 0.47


# 12
8 unconnected molecules or ions with the total composition C4H21NO10. Source: OMol25; level of theory: ωB97M-V with the def2-TZVPD basis set.

- Kohn-Sham gap (eV) = 7.81
- charge = -2

```
36
C4H21NO10, DFT ωB97M-V with the def2-TZVPD basis set
O 1.713 0.105 2.188
O -2.428 -1.155 -1.499
O 1.010 -2.675 1.482
O -3.380 1.184 -0.722
O -0.132 -2.827 -1.899
O -1.783 2.173 1.420
O -1.295 1.377 -2.725
O 2.861 1.881 1.499
O -1.301 -2.540 0.383
O -0.705 0.112 2.906
N 2.770 0.045 0.164
C 2.161 0.848 -1.054
C 2.295 0.776 1.297
C 0.086 1.148 -2.435
C 0.603 0.973 -0.962
H 2.450 -0.865 0.083
H -0.712 -0.746 2.379
H 2.722 1.790 -0.967
H 0.332 0.458 -3.226
H 1.226 -1.778 1.443
H -2.056 -2.944 0.730
H -0.647 -2.729 -0.959
H 2.477 0.443 -1.993
H 0.539 2.196 -2.723
H 0.179 0.252 2.899
H -1.321 1.697 2.079
H -1.692 -1.398 -0.881
H 0.057 0.187 -0.478
H -1.975 -1.718 -2.121
H 0.050 -2.663 0.963
H -2.856 0.320 -0.638
H -1.210 2.725 0.946
H -1.827 0.883 -2.039
H 0.221 1.883 -0.336
H -3.324 1.577 0.136
H 0.620 -3.445 -1.780
```

Let us look at the natural (NBO) charges, expressed in e, one per atom:
1 O -0.83
2 O -1.01
3 O -1.07
4 O -1.00
5 O -1.07
6 O -0.99
7 O -0.77
8 O -0.79
9 O -1.20
10 O -1.00
11 N -0.68
12 C -0.24
13 C 0.85
14 C -0.05
15 C -0.46
16 H 0.36
17 H 0.50
18 H 0.22
19 H 0.17
20 H 0.47
21 H 0.45
22 H 0.51
23 H 0.18
24 H 0.13
25 H 0.50
26 H 0.51
27 H 0.51
28 H 0.22
29 H 0.49
30 H 0.50
31 H 0.50
32 H 0.46
33 H 0.50
34 H 0.20
35 H 0.48
36 H 0.46